[1]
DFT (wB97M-V/def2-TZVPD) results for a gas-phase ion, C7H5Cl2O3S (charge -1).

The geometry in XYZ format:
```
18
Properties=species:S:1:pos:R:3:forces:R:3:mulliken_charge:R:1
Cl -2.327962 -2.358885 -0.378273 0.435 -0.764 -0.230 -0.19
Cl -2.187289 -0.597729 1.877118 0.705 -0.085 1.011 -0.21
S 2.565916 -1.711777 0.059594 0.547 0.965 0.688 -0.20
O -1.017157 1.445715 -0.542493 -2.018 0.869 1.241 -0.66
O -3.563886 1.279815 0.052044 0.688 0.960 -0.029 -0.75
O -4.543683 -0.615766 -0.591121 0.229 -0.092 -0.226 -0.68
C -1.007534 0.060959 -0.645666 0.931 -0.865 3.312 -0.79
C 1.169532 -1.348036 -0.836660 -0.775 -1.625 -0.034 -0.30
C 2.161471 -0.437766 1.166016 1.808 -0.145 1.328 -0.46
C 0.975971 0.089080 0.917009 -1.296 1.823 0.098 -0.69
C -2.221851 -0.705487 0.137152 -0.117 2.195 -1.681 0.71
C -3.591462 0.062068 -0.215374 -0.623 -0.789 0.152 0.43
C 0.401617 -0.436304 -0.200295 -2.734 -0.383 -2.232 0.50
H 2.781372 0.010806 1.925468 0.612 -0.639 0.037 0.41
H 0.382714 0.928727 1.265427 0.829 0.096 1.007 0.42
H -1.971534 1.736926 -0.154595 1.511 -1.132 -1.054 0.51
H 0.803316 -2.143227 -1.470631 0.028 0.370 -0.568 0.32
H -1.082842 -0.254058 -1.614772 -0.761 -0.761 -2.820 0.61
```
Forces are in eV/Å.

HOMO in eV: -5.27
SMILES: O=C([O-])C(Cl)(Cl)[C@@H](O)c1ccsc1
Total charge: -1
LUMO level in eV: 2.7187



[2]
DFT (wB97M-V/def2-TZVPD) results for a molecular structure, C21H19FN4O.

The geometry in XYZ format:
```
46
Properties=species:S:1:pos:R:3:forces:R:3:mulliken_charge:R:1
F -5.952234 -0.577523 -1.010156 -2.384 -2.370 -1.769 -0.28
O 3.370419 0.517673 -0.773681 3.217 -1.776 -2.333 -0.20
N -0.357754 0.947992 -0.260637 4.396 1.357 -1.749 -0.74
N 1.595582 -2.843202 -1.129127 0.772 -3.032 3.169 -0.35
N -0.708586 -1.444078 2.139486 -8.763 12.755 11.525 -0.48
N -1.270319 0.261159 -0.899101 -0.104 -1.014 2.340 0.81
C 2.145041 0.987496 -0.708852 0.481 8.792 6.246 0.36
C 1.531192 -1.580135 -1.883616 6.485 -11.171 -5.827 -1.58
C -0.808240 -0.840852 -1.484823 2.371 -1.725 -0.711 -1.24
C -3.615269 -0.114355 -0.980463 -2.976 1.170 1.942 -0.84
C 2.278123 -2.587373 0.324178 2.034 -2.910 -5.871 -0.73
C 0.812337 0.422605 -0.760043 0.595 -0.720 0.075 -0.52
C 0.650984 -0.791804 -1.440917 -11.583 9.368 3.637 2.06
C -0.261245 -0.277661 2.768213 2.548 1.356 -1.513 -0.30
C -5.149599 1.216921 0.313981 -8.789 -6.208 -3.074 -0.28
C -0.011699 -2.082933 1.502963 13.324 -6.593 -9.659 -0.52
C 4.442257 1.405605 -0.544690 -6.491 4.150 3.922 0.58
C 1.227783 0.198552 2.563147 -9.978 3.013 6.623 -0.24
C -2.533214 0.494238 -0.370263 -1.736 0.624 -1.626 0.90
C -2.852074 1.544991 0.409820 5.790 3.161 1.634 0.05
C 5.739064 1.014599 -0.757422 2.765 -4.166 -4.091 -1.13
C 1.924351 -0.667004 1.983818 4.951 -6.861 -7.953 -0.64
C -4.136259 1.797284 0.744167 4.265 6.322 3.231 -0.54
C 1.407856 -1.823919 1.069511 -3.923 5.387 8.349 0.78
C 2.424609 2.321642 0.052999 -1.633 -0.086 -0.233 -0.30
C 3.930774 2.601849 0.060486 -8.809 -14.058 -7.835 -1.14
C -4.941122 0.089622 -0.674974 3.102 6.142 5.188 -0.01
H -1.461931 -1.697438 -1.624482 0.095 0.385 -0.550 0.31
H 2.501044 -3.625765 0.756324 -0.027 1.487 -0.673 0.28
H -0.481186 -2.858731 1.090243 -1.344 -3.886 -2.182 0.70
H 1.491237 3.086658 0.721130 3.207 -2.611 -2.696 0.15
H 2.962609 -0.496802 1.693968 0.261 0.164 0.682 0.44
H -6.200288 1.423292 0.830272 2.125 -0.427 -1.756 0.23
H 1.394043 1.048330 3.302086 0.690 -1.011 -1.671 0.35
H 5.863567 -0.097540 -0.374266 0.279 2.206 -0.871 0.21
H 5.732840 0.995283 -1.990522 0.921 -0.415 2.677 0.23
H -4.272393 2.765869 1.252731 -0.042 -0.746 0.451 0.30
H -3.597626 -0.930584 -1.501819 1.349 -4.662 -3.586 0.47
H -0.929743 0.500960 3.297858 0.674 -1.989 -0.938 0.29
H 0.817082 -3.571960 -1.051095 1.046 2.133 -0.360 0.27
H -1.936933 2.383920 0.802850 -2.969 -3.044 -1.262 0.11
H 6.530867 1.690198 -0.454820 -0.252 -0.030 0.287 0.37
H 3.231329 -2.033857 -0.101712 -1.520 -1.081 1.762 0.09
H 1.321364 -1.992305 -2.916332 -0.209 0.667 0.560 0.35
H 4.228362 3.285031 0.533130 5.214 9.865 6.299 0.80
H 2.593731 -1.521972 -1.994280 0.575 2.088 0.191 0.59
```
Forces are in eV/Å.

HOMO in eV: -7.23
LUMO level in eV: 0.2050



[3]
DFT (wB97M-V/def2-TZVPD) results for 2 unconnected molecules or ions with the total composition C5H6F7N2P.

The geometry in XYZ format:
```
21
Properties=species:S:1:pos:R:3:forces:R:3:mulliken_charge:R:1
P 1.943278 1.784687 -1.449461 0.853 0.948 -1.081 0.97
F 0.765343 2.691711 -0.835312 -2.127 -0.267 2.022 -0.34
F 0.799778 0.705458 -1.806550 -2.801 -1.182 1.058 -0.32
F 2.374527 1.200568 -2.881827 1.925 -0.069 -1.599 -0.33
F 2.005976 1.076799 -0.003748 -1.567 -1.666 2.284 -0.25
F 2.197576 3.240503 -2.076057 1.359 1.116 -1.739 -0.34
F -1.883950 1.794099 2.102022 1.179 -3.171 -1.631 -0.24
F 3.506515 1.775622 -1.081759 2.108 0.840 -0.637 -0.33
N -1.471714 -1.522724 0.080794 2.990 2.641 2.837 0.40
N -2.120348 -2.364868 -0.811734 -0.979 -0.152 0.000 -0.79
C -2.076695 -0.304511 0.579882 2.785 1.205 2.055 -0.12
C 0.760040 -1.106409 1.434420 -4.770 2.055 -0.916 -0.41
C 0.138556 0.257793 2.004907 -1.891 -2.688 -2.530 -0.12
C -0.129842 -1.945201 0.483927 0.939 2.799 2.112 -0.08
C -1.305562 0.620147 1.573191 1.857 -2.422 -0.776 0.30
H 0.309413 -2.928194 0.098986 -1.292 1.667 0.283 0.35
H -2.200036 -1.947709 -1.751203 0.066 -0.067 0.741 0.29
H -3.120565 0.026364 0.272404 1.628 -0.897 0.171 0.40
H 1.813920 -1.400224 1.743464 -1.736 0.325 -0.706 0.36
H -3.035749 -2.580010 -0.393380 0.473 0.021 -0.675 0.28
H 0.729538 0.926099 2.717037 -0.999 -1.037 -1.270 0.34
```
Forces are in eV/Å.

HOMO in eV: -10.03
LUMO level in eV: -2.5134



[4]
DFT (wB97M-V/def2-TZVPD) results for a molecular structure, C10H29Ag3N4O4.

The geometry in XYZ format:
```
50
Properties=species:S:1:pos:R:3:forces:R:3:mulliken_charge:R:1
Ag 1.328362 2.459157 3.860519 -0.355 0.000 -1.274 0.76
Ag 1.284394 -0.061722 1.837599 -0.608 0.001 -0.465 0.39
Ag -2.148689 2.713457 3.226052 0.133 -0.224 -1.465 0.76
O 3.462031 2.012429 -1.486954 1.146 1.709 -0.971 -0.39
O -4.044180 2.603583 0.963516 2.506 3.752 4.074 -0.59
O -0.099128 2.071893 1.676263 1.166 -0.096 3.680 -0.59
O -1.641079 -3.868160 0.224679 0.957 1.125 -0.094 -0.37
N -3.745603 0.962166 -0.508265 2.639 -0.974 -1.386 -0.23
N 0.071526 -1.639486 0.651860 -0.073 -0.757 -0.108 -0.20
N -5.694494 1.273110 0.266535 -2.818 0.012 1.022 -0.43
N 3.341523 -0.742889 0.964094 -0.902 0.473 0.306 -0.75
C -2.331805 -4.717730 1.112462 -0.727 -0.685 0.007 -0.77
C 3.218925 0.682740 -1.149635 -0.023 1.006 0.507 -0.11
C -4.441815 1.700460 0.331748 -2.204 -2.397 -2.373 0.61
C -1.142581 -1.399291 -0.117995 -1.937 -1.542 -0.407 0.53
C -2.234917 -2.560822 0.078182 1.009 -0.172 0.895 -0.96
C 4.946715 0.948588 0.720667 1.599 1.000 -1.618 -1.94
C 3.185020 2.550229 -2.828450 -1.050 -1.286 0.885 -0.78
C -0.717410 -1.340262 -1.584198 -1.121 1.871 0.684 -1.42
C -0.442795 2.322540 0.367336 -1.329 -0.170 -1.234 0.07
C 3.520938 0.618539 0.371378 0.975 -0.637 0.903 0.85
H -1.913223 -5.723594 1.145978 0.275 0.106 -0.764 0.28
H -1.536415 -0.978451 -2.205829 -0.203 -0.516 -0.159 0.41
H -0.992201 3.248593 0.198009 -0.117 0.240 0.326 0.38
H 5.136943 1.891193 0.207435 0.643 0.038 0.121 0.43
H 5.293665 1.045386 1.749431 -1.051 0.208 0.458 0.47
H -2.758873 -2.364088 1.013532 -0.326 0.220 -0.004 0.52
H -2.936917 -2.584433 -0.755333 -0.034 0.209 -0.038 0.42
H -0.159898 -2.461810 1.190675 0.296 -0.408 0.622 0.18
H 2.197072 0.531417 -1.497515 -0.382 -1.001 0.584 -0.09
H 3.032218 1.364550 0.998044 -1.173 0.128 -0.511 0.26
H -2.826435 1.327235 -0.713071 -0.250 -0.361 -0.679 0.23
H -6.360088 1.652538 0.924661 -0.175 -0.033 -0.499 0.24
H 3.365166 3.625166 -2.841187 0.448 -0.344 0.233 0.29
H 0.619397 -2.036501 -0.098012 1.158 -0.208 0.440 0.26
H -4.317558 0.427494 -1.146311 1.124 -0.098 -0.276 0.17
H 3.525180 -1.445072 0.261729 -0.197 -0.293 -0.123 0.26
H -3.361643 -4.788391 0.762404 -0.195 -0.187 0.303 0.33
H -2.306377 -4.462263 2.171802 -0.033 0.891 0.058 0.32
H -0.329884 -2.294528 -1.941003 0.191 0.240 -0.010 0.54
H 3.646212 2.005148 -3.652028 0.682 0.111 0.297 0.33
H 3.898839 -0.049165 -1.585662 0.145 -0.055 -0.556 0.52
H 4.112843 -0.802410 1.613416 -0.121 -0.569 0.240 0.22
H -0.065132 -0.466998 -1.590438 0.902 -0.403 -0.574 0.22
H -1.122946 1.496342 0.160235 -0.245 0.025 -0.761 -0.58
H 2.119785 2.413233 -3.014529 -0.353 0.083 0.055 0.29
H -1.586703 -0.500278 0.309351 -0.302 0.094 -0.712 -0.19
H 0.296240 2.328517 -0.433854 0.886 -0.192 0.450 0.20
H 5.648325 0.187679 0.378800 -0.028 -0.052 -0.722 0.46
H -5.992533 0.824964 -0.588124 -0.546 0.119 0.639 0.17
```
Forces are in eV/Å.

HOMO in eV: -14.62
Total charge: +2
LUMO level in eV: -8.9604



[5]
DFT (wB97M-V/def2-TZVPD) results for 2 unconnected molecules or ions with the total composition C4H13N2O.

The geometry in XYZ format:
```
20
Properties=species:S:1:pos:R:3:forces:R:3:mulliken_charge:R:1
O 0.090295 2.839382 -2.162575 -0.058 0.042 0.029 -0.61
N -0.022588 -0.429519 -1.842152 0.312 0.012 -0.502 -0.38
N 0.029741 -1.786422 0.101932 0.219 -0.449 0.386 -0.12
C 0.923138 -0.940210 0.893941 -0.893 0.124 -0.631 -0.91
C 0.297299 0.421532 1.204985 -0.832 -0.558 0.479 -0.12
C -0.945756 0.272669 2.135023 1.121 -0.346 -0.212 -1.16
C -0.636702 -1.412174 -1.046912 0.051 0.334 0.003 -0.50
H 0.342196 3.681797 -1.774930 0.008 0.056 0.015 0.30
H -1.339548 -0.743246 2.068413 -0.274 0.146 -0.272 0.28
H 0.954718 -0.580506 -2.100273 0.001 -0.235 0.302 0.16
H 0.627494 2.762588 -2.954792 0.053 -0.009 -0.047 0.30
H 1.034022 1.027348 1.719901 0.224 0.299 -0.161 0.41
H -0.022882 0.889843 0.278678 0.300 0.139 -0.090 0.19
H -0.083818 -2.727024 0.442815 -0.132 0.190 -0.218 0.22
H -1.693060 1.003308 1.849512 -0.255 -0.003 0.304 0.32
H -1.343036 -2.110655 -1.467152 0.019 -0.149 0.004 0.35
H 1.868292 -0.825316 0.362014 0.258 0.098 0.245 0.27
H -0.623961 0.381158 3.173824 -0.262 0.296 0.007 0.33
H -0.506127 -0.243173 -2.707788 -0.324 0.067 0.197 0.22
H 1.050279 -1.481376 1.825536 0.462 -0.055 0.160 0.44
```
Forces are in eV/Å.

HOMO (spin up / spin down) in eV: -5.17 / -8.68
LUMO level (spin up / spin down) in eV: 0.8687 / 0.8399
Expectation value of S²: 0.7535
Multiplicity: 2